1.
{
  "formula": "C33H33CoN7O2S2",
  "method": "ωB97M-V with the def2-TZVPD basis set",
  "elements": ["Co", "C", "C", "N", "C", "C", "C", "C", "C", "C", "C", "N", "C", "C", "N", "N", "H", "H", "H", "H", "H", "H", "H", "H", "H", "H", "H", "H", "H", "H", "H", "H", "H", "H", "S", "C", "C", "C", "C", "N", "C", "C", "C", "S", "C", "N", "H", "H", "C", "O", "C", "C", "C", "C", "C", "C", "N", "C", "C", "C", "C", "C", "C", "C", "O", "H", "H", "H", "H", "H", "H", "H", "H", "H", "H", "H", "H", "H"],
  "coordinates": [[-0.5122, -0.5453, -0.4339], [0.6976, -3.2030, -1.4873], [0.5919, -2.3117, -2.7275], [-0.4272, -1.2748, -2.5561], [-1.7980, -1.7478, -2.7761], [-2.3425, -2.3749, -1.5228], [-3.2063, -3.4559, -1.5172], [-3.6743, -3.9385, -0.3039], [-3.2627, -3.3217, 0.8669], [-2.4075, -2.2368, 0.7823], [-1.9264, -1.4589, 1.9794], [-0.5727, -0.9573, 1.7349], [0.4835, -1.9194, 2.0561], [0.6420, -2.9948, 0.9814], [0.8210, -2.3573, -0.3103], [-1.9505, -1.7874, -0.3900], [-0.2015, -3.8160, -1.3829], [1.5522, -3.8789, -1.6136], [1.5491, -1.8128, -2.8761], [0.3826, -2.9319, -3.6079], [-0.2249, -0.5058, -3.1852], [-2.4235, -0.8773, -2.9944], [-1.8645, -2.4521, -3.6133], [-3.5184, -3.9013, -2.4518], [-4.3506, -4.7818, -0.2722], [-3.6194, -3.6527, 1.8324], [-2.5969, -0.6046, 2.1092], [-1.9811, -2.0770, 2.8831], [-0.4090, -0.1079, 2.2612], [1.4114, -1.3553, 2.1168], [0.2985, -2.4075, 3.0219], [1.4843, -3.6414, 1.2612], [-0.2476, -3.6290, 0.9385], [1.7164, -1.8705, -0.3363], [-1.9112, 1.3190, -0.9307], [-3.1982, 1.8614, 0.1028], [-3.0364, 3.1362, 0.6678], [-3.9905, 3.7091, 1.4878], [-3.7892, 5.0344, 1.9749], [-3.6001, 6.1056, 2.3463], [-5.1534, 2.9755, 1.8246], [-5.3465, 1.7321, 1.2648], [-4.4319, 1.1794, 0.3425], [-4.9493, -0.1869, -0.5295], [-6.1266, 3.4940, 2.7304], [-6.9228, 3.8796, 3.4646], [-2.1362, 3.6905, 0.4422], [-6.2451, 1.1754, 1.4917], [3.9954, 3.5689, -0.5512], [3.9348, 2.2241, -0.1258], [3.4682, 1.9648, 1.1156], [3.0485, 2.9553, 1.9931], [2.7300, 2.6626, 3.3116], [2.8512, 1.3654, 3.7739], [3.2161, 0.3626, 2.8912], [3.4763, 0.6192, 1.5437], [3.8048, -0.4780, 0.7386], [3.8547, -0.6473, -0.6403], [3.1014, -0.0025, -1.6370], [3.6421, 0.0329, -2.9512], [3.0950, 0.8066, -3.9443], [1.9439, 1.5596, -3.6772], [1.3198, 1.4541, -2.4492], [1.8186, 0.6313, -1.4207], [1.1259, 0.4128, -0.3299], [4.3993, 3.5381, -1.5601], [4.6585, 4.1565, 0.0911], [3.0048, 4.0305, -0.5779], [2.9911, 3.9812, 1.6586], [2.4127, 3.4561, 3.9745], [2.6590, 1.1296, 4.8122], [3.3148, -0.6566, 3.2510], [4.1665, -1.2526, 1.2695], [4.6464, -1.3183, -0.9586], [4.5552, -0.5224, -3.1391], [3.5646, 0.8637, -4.9181], [1.5302, 2.2033, -4.4439], [0.3946, 1.9821, -2.2465]],
  "lowdin_spin": [0.9767, 0.0030, 0.0037, 0.0233, 0.0017, 0.0012, 0.0012, 0.0002, 0.0056, 0.0089, 0.0008, 0.0238, 0.0027, 0.0015, 0.0222, -0.0013, 0.0000, 0.0011, 0.0005, 0.0007, -0.0003, 0.0016, 0.0005, 0.0000, -0.0001, 0.0000, -0.0004, 0.0007, 0.0002, 0.0004, 0.0008, 0.0004, 0.0002, 0.0046, 0.1659, 0.0888, -0.0074, 0.0553, 0.0068, 0.0278, -0.0053, 0.0610, 0.0659, 0.5191, -0.0024, -0.0114, -0.0015, 0.0011, 0.0006, 0.0127, 0.0182, -0.0009, 0.0281, -0.0021, 0.0260, -0.0003, 0.1337, 0.3565, 0.0183, 0.0936, -0.0088, 0.1142, -0.0033, 0.0912, 0.0386, 0.0001, 0.0000, 0.0002, -0.0006, 0.0019, -0.0009, 0.0018, 0.0037, 0.0215, 0.0037, -0.0034, 0.0085, -0.0025],
  "homo_lumo_gap_ev": [5.541, 5.320],
  "relative_energy_kcal_mol": 43.6,
  "s2": 3.867,
  "multiplicity": 4
}

2.
{
  "formula": "H2NOS2",
  "method": "ωB97M-V with the def2-TZVPD basis set",
  "elements": ["N", "O", "S", "S", "H", "H"],
  "coordinates": [[-0.9048, -0.2157, -0.1377], [-0.9882, -1.4839, -0.3408], [1.7490, 0.9518, 0.0447], [-2.2671, 0.6449, -0.1675], [2.1996, -0.3092, 0.5503], [0.2115, 0.4121, 0.0510]],
  "lowdin_charge": [-0.7663, -0.2532, 0.0662, 0.4275, -0.2583, -0.2159],
  "homo_lumo_gap_ev": 7.806,
  "relative_energy_kcal_mol": 31.8,
  "charge": -1
}

3.
{
  "formula": "C6H8N4O",
  "method": "ωB97M-V with the def2-TZVPD basis set",
  "elements": ["C", "C", "C", "C", "C", "C", "N", "N", "N", "N", "O", "H", "H", "H", "H", "H", "H", "H", "H"],
  "coordinates": [[2.9536, -0.7400, 0.4905], [1.8533, -0.0516, 0.9951], [-1.7405, -1.7119, 0.2789], [-0.9685, 1.5683, 0.4939], [-0.8854, 1.0979, -0.9342], [-0.4677, 0.2025, 0.1252], [2.5276, -1.4933, -0.5438], [1.3232, -1.2389, -0.7829], [0.8464, -0.3082, 0.1318], [-0.9842, -2.7269, -0.1358], [-2.9253, -1.4983, 0.4248], [4.0191, -0.6843, 0.7822], [1.8091, 0.6526, 1.7952], [-0.2190, 2.3308, 0.7151], [-1.9578, 1.8504, 0.9929], [-1.9353, 0.8079, -1.3210], [-0.3058, 1.5361, -1.6725], [-0.0416, -2.4007, -0.4288], [-1.2175, -3.4898, -0.7330]],
  "lowdin_spin": [0.0230, 0.0311, 0.5287, 0.0753, 0.0772, 0.5683, 0.0484, 0.0396, 0.0527, 0.1172, 0.3461, 0.0005, 0.0013, 0.0121, 0.0124, 0.0240, 0.0079, 0.0058, 0.0286],
  "homo_lumo_gap_ev": [6.968, 8.325],
  "relative_energy_kcal_mol": 0.0,
  "s2": 2.010,
  "multiplicity": 3
}

4.
{
  "formula": "C15H24MgN2O4S",
  "method": "ωB97M-V with the def2-TZVPD basis set",
  "elements": ["Mg", "C", "C", "O", "C", "C", "O", "C", "C", "O", "C", "C", "O", "H", "H", "H", "H", "H", "H", "H", "H", "H", "H", "H", "H", "H", "H", "H", "H", "N", "C", "S", "N", "C", "C", "C", "C", "C", "C", "H", "H", "H", "H", "H", "H", "H", "H"],
  "coordinates": [[-0.4243, 2.9214, -1.3161], [-0.3856, 1.0002, -3.2707], [1.0385, 1.5569, -3.2533], [1.2730, 2.2661, -1.9924], [2.0559, 1.6065, -0.9452], [1.8237, 2.3847, 0.3603], [0.4348, 2.8291, 0.3445], [-0.4377, 2.8530, 1.5105], [-1.7850, 2.2323, 1.0938], [-2.0270, 2.5545, -0.3139], [-2.9113, 1.6412, -1.0404], [-2.6665, 1.8596, -2.5407], [-1.2504, 2.0944, -2.8145], [-0.4745, 0.1676, -2.5734], [-0.6635, 0.7088, -4.2809], [1.1762, 2.2972, -4.0367], [1.7620, 0.7575, -3.3881], [3.1084, 1.6261, -1.2137], [1.7068, 0.5795, -0.8458], [2.4598, 3.2618, 0.4321], [1.9987, 1.7311, 1.2107], [-0.5455, 3.8871, 1.8256], [-0.0011, 2.2767, 2.3208], [-2.5897, 2.6311, 1.7036], [-1.7521, 1.1481, 1.1830], [-3.9489, 1.8615, -0.8007], [-2.6607, 0.6268, -0.7367], [-3.1761, 2.7555, -2.8856], [-3.0325, 1.0095, -3.1103], [-1.2201, -2.8555, -1.3723], [-0.5813, -2.3618, -0.2922], [-0.4109, -0.6738, -0.1062], [-0.0856, -3.2792, 0.5361], [0.7085, -3.1887, 1.7279], [0.6775, -2.1198, 2.6105], [1.4569, -2.1699, 3.7599], [2.2563, -3.2685, 4.0338], [2.2721, -4.3382, 3.1493], [1.4985, -4.2994, 2.0019], [-1.7676, -2.2328, -1.9343], [-1.4101, -3.8407, -1.4700], [-0.2161, -4.2374, 0.2442], [0.0434, -1.2693, 2.4269], [1.4214, -1.3430, 4.4583], [2.8531, -3.3000, 4.9362], [2.8847, -5.2075, 3.3498], [1.5139, -5.1402, 1.3142]],
  "lowdin_charge": [0.8603, -0.1003, -0.0717, -0.1983, -0.1022, -0.0620, -0.2217, -0.0612, -0.0984, -0.2034, -0.1032, -0.0702, -0.2011, 0.0649, 0.1540, 0.1493, 0.1547, 0.1522, 0.0645, 0.1470, 0.1483, 0.1458, 0.1485, 0.1515, 0.0716, 0.1534, 0.0771, 0.1480, 0.1518, 0.1087, -0.7644, 0.7509, 0.0802, -0.2308, -0.0599, -0.0698, -0.0648, -0.0563, -0.0223, 0.0904, 0.1226, 0.1512, 0.0534, 0.1089, 0.1151, 0.1176, 0.1203],
  "homo_lumo_gap_ev": 7.274,
  "charge": 2
}

5.
{
  "formula": "C11H4F9NO5Os",
  "method": "ωB97M-V with the def2-TZVPD basis set",
  "elements": ["Os", "O", "C", "O", "C", "C", "C", "C", "C", "N", "C", "O", "O", "H", "H", "H", "H", "F", "C", "F", "F", "C", "O", "C", "F", "F", "F", "C", "F", "F", "F"],
  "coordinates": [[0.3940, -0.3360, -1.2306], [-0.9329, -3.5842, 0.8471], [-0.7779, -2.5242, 0.1535], [0.2486, -2.2739, -0.5256], [-1.8906, -1.5583, 0.0678], [-3.1801, -1.6289, 0.5523], [-4.0795, -0.6320, 0.1647], [-3.7004, 0.3439, -0.7513], [-2.3871, 0.3496, -1.1918], [-1.5230, -0.5474, -0.7369], [-1.7640, 1.1997, -2.2651], [-2.2165, 2.0811, -2.8795], [-0.4501, 0.6824, -2.4860], [-0.1643, -4.1901, 0.8180], [-3.4760, -2.4438, 1.2004], [-5.0906, -0.6435, 0.5507], [-4.3978, 1.0790, -1.1333], [4.6343, 0.8354, 0.7784], [3.6028, 0.0176, 0.8080], [3.7094, -0.8695, -0.1855], [3.5713, -0.6382, 1.9520], [2.2589, 0.8222, 0.6102], [1.2644, -0.1597, 0.3983], [2.3207, 1.6815, -0.6765], [3.3041, 2.5033, -0.7830], [2.3505, 0.7403, -1.7295], [1.1634, 2.3207, -0.8746], [1.8933, 1.6639, 1.8735], [2.8629, 2.5198, 2.1246], [1.6965, 0.8633, 2.9053], [0.7556, 2.3263, 1.6448]],
  "lowdin_charge": [1.8251, 0.2875, -0.3675, -0.0192, -0.1097, 0.1057, 0.0673, 0.1093, -0.1089, -0.0048, -0.3752, 0.2913, -0.1753, 0.2034, 0.1573, 0.1494, 0.1608, 0.2348, -0.5699, 0.1856, 0.2276, -0.1786, -0.1762, -0.5247, 0.3001, 0.0560, 0.1713, -0.5725, 0.2401, 0.2197, 0.1904],
  "homo_lumo_gap_ev": [7.717, 7.717],
  "relative_energy_kcal_mol": 6.5,
  "charge": 2
}

no.,strongest force on any atom (hartree/bohr)
1,0.016
2,0.069
3,0.101
4,0.021
5,0.015